1.
Entry from the Open Molecules 2025 dataset: a structure of composition C33H80BBr2N8NbO11P in a non-equilibrium geometry (wB97M-V/def2-TZVPD).

```
137
Properties=species:S:1:pos:R:3:forces:R:3
C 2.60625 -5.56645 -0.35135 0.3 -0.1 -1.3
C 3.43140 -5.75910 -1.79319 -0.7 0.6 2.0
O 3.67422 -4.38583 -2.28821 -0.9 -1.9 -1.6
C 3.20849 -4.21235 -3.67441 0.3 -0.9 -1.4
C 1.61670 -3.85071 -3.82796 0.0 -1.3 0.7
Nb 0.95534 -2.09963 -2.45430 2.8 -1.2 -1.4
B -0.99181 -3.28565 -2.09172 -2.4 -0.8 0.1
O -1.02189 -4.27282 -0.99277 0.1 -1.1 -2.4
C -2.36899 -3.07348 -2.97460 -1.2 -1.2 -0.2
C -2.13851 -3.05616 -4.60372 -1.1 0.4 -0.4
C 2.84659 -0.99959 -3.08589 0.8 1.2 1.0
Br 2.89150 -0.83444 -5.10953 0.5 0.0 0.7
C 3.00330 0.52166 -2.49450 1.4 0.0 -1.2
C 4.53564 1.02440 -2.93690 0.3 -0.2 0.5
P 0.23370 -0.29324 -0.80188 0.4 0.3 2.0
O 1.33643 -0.15246 0.55985 -2.7 0.0 0.7
Br -1.68004 -1.16415 0.16816 0.5 0.3 0.1
H 2.90637 -4.49511 0.06192 -0.8 -2.5 -0.8
H 1.45659 -5.58170 -0.65417 2.4 0.2 1.1
H 2.91404 -6.44326 0.36232 -0.8 1.7 -1.2
H 4.46303 -6.26679 -1.54925 -1.9 0.8 -0.8
H 2.73155 -6.40013 -2.47892 1.7 1.2 0.9
H 3.38807 -5.25241 -4.23089 -0.2 2.1 1.0
H 3.93712 -3.43888 -4.19803 -1.8 -1.4 1.2
H 1.00524 -4.77952 -3.43910 1.2 1.3 -1.0
H 1.27895 -3.64004 -4.94311 0.9 -0.4 2.2
H 1.80115 -2.93013 -1.07142 -0.1 0.3 0.6
H 0.10174 -1.29999 -3.84897 -0.6 0.7 0.1
H -1.19808 -5.20905 -1.36176 0.0 2.3 0.8
H -3.08393 -3.99984 -2.75428 1.2 1.7 -0.4
H -2.98777 -2.12378 -2.60011 1.7 -1.9 -0.9
H -2.51027 -4.06360 -5.11082 0.8 2.0 1.2
H -2.85926 -2.20562 -5.02549 1.8 -1.7 0.6
H -1.03124 -2.86618 -4.93897 -2.2 -0.2 0.8
H 3.77755 -1.62705 -2.69323 -1.8 1.2 -1.1
H 2.19319 1.18798 -3.02928 1.6 -1.2 1.4
H 2.98661 0.59020 -1.32178 -0.4 -0.4 -2.3
H 5.11622 0.07728 -3.37313 -1.3 2.3 0.7
H 4.51712 1.91313 -3.69841 0.1 -1.8 1.3
H 5.12641 1.38560 -1.98972 -1.2 -0.6 -1.8
H 0.72158 0.02058 1.35749 1.5 -0.3 -1.8
C -2.32376 1.20469 -2.31490 -0.5 0.2 -0.3
O -2.56708 0.12580 -2.83983 -0.1 1.1 0.1
N -2.91388 2.40600 -2.64511 0.5 -0.9 0.3
C -2.56893 3.64133 -1.97364 -0.2 -0.1 -0.2
C -3.90993 2.43565 -3.69599 0.1 -0.3 0.0
H -1.58212 1.29652 -1.50428 -0.1 0.2 -0.1
H -3.46777 4.05122 -1.50421 0.2 0.2 0.0
H -2.18386 4.34969 -2.71273 0.0 0.2 0.2
H -1.80798 3.47361 -1.20666 -0.1 -0.1 -0.2
H -4.73704 1.77378 -3.42168 0.0 0.1 -0.2
H -3.45961 2.07079 -4.62409 -0.2 0.0 0.0
H -4.28524 3.45194 -3.84380 0.1 -0.1 0.1
C -5.20157 6.89422 -2.20915 -0.1 -0.1 -0.4
O -4.07281 6.98320 -1.74360 -0.2 0.1 -0.6
N -5.51948 6.93758 -3.54986 0.3 0.0 1.2
C -6.88423 6.82477 -4.01957 0.0 -0.1 0.0
C -4.45702 7.10107 -4.52032 0.2 0.0 0.3
H -6.08383 6.76733 -1.56025 0.5 -0.1 -0.5
H -6.96082 5.95391 -4.67686 -0.2 0.1 -0.1
H -7.14232 7.73014 -4.57635 -0.2 -0.1 -0.1
H -7.57981 6.70644 -3.18434 0.3 0.1 -0.3
H -3.75045 6.27178 -4.41813 0.1 0.2 -0.2
H -3.93106 8.03904 -4.31816 0.1 -0.1 -0.2
H -4.86105 7.11732 -5.53622 0.0 0.0 0.2
C 4.70634 -5.59026 3.28206 -0.9 0.4 0.1
O 4.20768 -6.66262 2.96560 0.2 0.8 0.3
N 4.00665 -4.45098 3.61807 1.1 -1.2 -0.3
C 4.67427 -3.21890 3.98164 -0.2 -0.1 -0.1
C 2.55887 -4.48527 3.60767 -0.2 -0.2 -0.2
H 5.79954 -5.45314 3.32274 0.0 0.1 0.0
H 4.37434 -2.94054 4.99596 0.1 0.2 -0.1
H 4.37466 -2.43450 3.28075 0.1 0.1 0.1
H 5.76093 -3.33481 3.94764 -0.2 -0.1 0.0
H 2.21562 -5.25191 4.30899 -0.1 0.1 -0.1
H 2.21594 -4.74838 2.60245 -0.1 0.0 0.1
H 2.14748 -3.51357 3.89422 0.2 -0.2 0.0
C 6.71230 3.69969 -1.82200 0.2 0.1 0.6
O 5.80872 3.52870 -1.01387 1.0 0.4 -0.4
N 7.99127 4.11332 -1.51609 -1.1 -0.4 -0.5
C 9.00483 4.29194 -2.53427 -0.1 0.0 0.3
C 8.33385 4.37807 -0.13410 -0.3 -0.1 0.1
H 6.56077 3.52726 -2.90036 0.1 0.0 0.0
H 9.84593 3.62775 -2.31586 0.1 0.1 -0.2
H 9.34300 5.33197 -2.51766 0.1 -0.1 -0.2
H 8.61125 4.05823 -3.52720 0.0 0.0 0.2
H 8.17710 3.46771 0.45249 0.1 0.2 0.1
H 7.67674 5.16334 0.25171 0.2 -0.1 0.1
H 9.37656 4.69594 -0.04877 -0.2 -0.1 -0.1
C -8.18573 7.79254 -0.27736 -0.4 -0.5 0.9
O -7.88816 7.06108 -1.21288 -1.0 0.3 1.2
N -8.63425 7.37104 0.95616 0.5 0.7 -1.4
C -8.96597 8.30375 2.01254 0.0 -0.2 0.0
C -8.77897 5.95177 1.20529 0.1 -0.2 -0.3
H -8.11287 8.88966 -0.35835 0.0 -0.1 0.1
H -8.32892 8.09886 2.87769 -0.1 0.2 0.1
H -10.01571 8.16728 2.28770 0.1 0.2 0.1
H -8.81097 9.33662 1.68914 0.0 -0.2 0.0
H -7.80811 5.46546 1.06982 -0.2 -0.1 0.1
H -9.48640 5.53355 0.48285 0.1 -0.1 0.1
H -9.14162 5.77300 2.22121 0.1 0.1 -0.2
C -0.22288 -4.04168 6.41644 -0.6 -0.2 -0.9
O 0.39025 -3.03784 6.07712 -0.4 -0.6 0.0
N -1.12442 -4.73098 5.63380 1.1 0.7 1.2
C -1.80963 -5.91336 6.11171 0.2 0.0 -0.1
C -1.39617 -4.25957 4.29169 0.2 0.3 -0.1
H -0.09179 -4.48591 7.41695 -0.1 -0.1 0.0
H -1.56155 -6.75412 5.45759 -0.3 0.1 0.2
H -2.88790 -5.73190 6.08519 0.1 -0.3 0.0
H -1.51128 -6.15479 7.13549 0.1 0.2 -0.1
H -0.46303 -4.25431 3.72016 -0.2 0.1 -0.1
H -1.78272 -3.23728 4.34459 0.1 -0.1 -0.2
H -2.12742 -4.90430 3.79656 0.2 0.0 0.2
C -4.48025 -7.41972 3.68437 0.2 0.1 -1.0
O -3.35148 -7.33074 4.14992 -0.9 -0.2 -0.7
N -4.79816 -7.37636 2.34366 0.0 -0.1 1.6
C -6.16291 -7.48918 1.87395 0.2 0.1 -0.1
C -3.73570 -7.21288 1.37320 0.4 0.1 0.2
H -5.36250 -7.54662 4.33327 -0.1 0.0 -0.1
H -6.23949 -8.36004 1.21666 -0.2 0.1 0.0
H -6.42099 -6.58381 1.31717 -0.2 -0.1 0.0
H -6.85848 -7.60750 2.70918 0.2 0.0 -0.1
H -3.02912 -8.04217 1.47539 0.0 0.2 -0.1
H -3.20974 -6.27491 1.57536 0.1 -0.1 -0.2
H -4.13972 -7.19662 0.35730 0.0 0.0 0.3
C 7.30674 5.65860 3.33392 -0.2 -0.8 0.4
O 8.52055 5.50382 3.37249 -0.8 -0.1 0.1
N 6.36989 4.74671 3.77116 0.9 1.2 -0.5
C 4.94815 5.00742 3.68999 0.1 -0.2 0.0
C 6.81947 3.48824 4.32927 0.3 0.0 0.0
H 6.85620 6.57964 2.92864 -0.1 -0.1 0.0
H 4.52471 4.97406 4.69790 -0.2 0.0 -0.1
H 4.48240 4.23666 3.06925 -0.2 0.2 0.1
H 4.75214 5.98921 3.25055 0.1 -0.2 0.1
H 7.45306 3.69001 5.19833 0.0 -0.2 -0.1
H 7.41092 2.95632 3.57791 0.0 -0.1 0.2
H 5.96725 2.87274 4.63002 0.1 0.2 -0.1
```
Positions in Å, forces in eV/Å.

Output
* 2S+1: 1
* HOMO level: -3.9 eV
* LUMO energy: 1.5475 eV
* orbital gap: 5.49 eV
* strongest force on any atom: 3.36 eV Å⁻¹
* calculated total energy: -221553.69067 eV
* total charge: -1

2.
Entry from the Open Molecules 2025 dataset: an isolated molecule of C6H8Br2 in a non-equilibrium geometry (wB97M-V/def2-TZVPD).

```
16
Properties=species:S:1:pos:R:3:forces:R:3
C -0.83867 0.48452 -0.02592 -1.0 -3.3 0.3
C -1.44681 1.70483 0.32443 -1.0 2.4 0.6
C 0.39688 -0.36580 -0.13046 0.2 -1.0 0.7
C -1.00731 -0.81674 0.01209 -0.5 1.0 -0.4
C 1.27579 -0.54472 1.17190 -0.6 0.4 -2.3
C 1.06443 -0.63197 -1.46722 1.2 0.0 -1.5
Br -3.27435 2.06900 -0.32716 0.2 -0.4 -0.1
Br -2.17661 -2.28031 0.08504 0.5 0.6 0.0
H -1.54179 1.88460 1.39156 0.0 -0.5 0.2
H -0.91544 2.56045 -0.00460 0.6 0.7 -0.6
H 1.91200 0.27493 1.37666 0.7 1.1 -0.1
H 1.90219 -1.38309 1.05315 0.8 -1.2 -0.2
H 0.70735 -0.69896 2.04345 -1.2 -0.2 0.9
H 1.40983 -1.67570 -1.52571 -0.1 0.1 0.4
H 2.00862 -0.05123 -1.47002 -0.4 -0.1 -0.5
H 0.52389 -0.52982 -2.50719 0.5 0.4 2.5
```
Positions in Å, forces in eV/Å.

Output
* SMILES string: CC1(C)C(Br)=C1CBr
* 2S+1: 1
* energy above the lowest of the compared OMol25 structures with the same formula, charge and spin: 10.4 kcal/mol
* HOMO level: -9.0 eV
* LUMO energy: 0.6041 eV
* orbital gap: 9.60 eV
* strongest force on any atom: 3.50 eV Å⁻¹
* calculated total energy: -146433.74270 eV

3.
Entry from the Open Molecules 2025 dataset: a structure of composition C28H50ClF3GeN3O4PmS3SeSi in a non-equilibrium geometry (wB97M-V/def2-TZVPD).

```
96
Properties=species:S:1:pos:R:3:forces:R:3
Pm -0.76881 1.21027 0.57407 1.6 -0.6 -2.8
C 0.28719 -0.31730 3.31245 -1.3 0.0 1.4
C 0.22315 -1.68873 2.74451 0.6 -0.5 -0.6
N 0.15195 -1.58668 1.27925 0.0 -0.7 0.1
C -0.52941 -2.74979 0.69683 1.9 0.0 -1.2
C -2.01348 -2.72377 0.83161 -1.0 -0.4 0.2
S -2.68342 -1.06622 1.06543 -0.8 -0.1 -0.3
C -3.14085 -0.95920 2.82447 -0.1 -0.9 -0.7
C -2.21848 -0.17868 3.74561 0.8 0.4 0.5
N -1.00120 0.43200 3.13224 0.6 0.5 0.6
H 1.08078 0.27534 2.87074 0.2 0.1 -0.2
H 0.46902 -0.42382 4.38852 0.2 0.1 0.2
H -0.62583 -2.27519 3.12665 0.0 0.3 -0.1
H 1.13898 -2.23754 3.04838 -0.3 0.1 -0.1
H 1.11454 -1.61751 0.94908 0.0 0.3 -0.2
H -0.07656 -3.69821 1.06806 -0.4 0.3 0.0
H -0.32748 -2.70218 -0.40219 0.1 0.0 0.9
H -2.38194 -3.40515 1.62174 0.0 0.4 -0.3
H -2.43388 -3.05131 -0.13654 0.0 0.0 0.5
H -3.27534 -1.99597 3.20058 -0.1 0.6 -0.3
H -4.11301 -0.47513 2.74190 0.0 0.0 0.3
H -1.88128 -0.86027 4.55044 -0.2 0.3 0.0
H -2.82506 0.63543 4.18701 0.5 -0.4 -0.1
H -0.81420 1.28874 3.67664 -0.4 -0.2 -0.6
C -2.56182 2.34928 -4.46479 -0.3 0.9 -0.5
C -1.75036 1.88330 -3.31272 5.6 0.4 -0.7
S -2.52143 1.05039 -2.05426 -0.7 -0.7 1.7
C -0.29578 2.11559 -3.33746 -5.3 -0.7 -0.3
C 0.35551 2.85323 -4.44005 0.0 0.9 -1.0
S 0.74304 1.62232 -2.11893 0.9 -0.6 2.2
H -3.57557 1.90232 -4.47890 0.6 0.2 -0.1
H -2.02442 2.20966 -5.42098 -0.5 -0.2 0.2
H -2.65148 3.45379 -4.36091 -0.4 -0.3 -0.2
H -0.41650 3.35478 -5.03976 0.4 0.1 -0.1
H 0.95143 2.21441 -5.11132 -0.1 -0.1 0.1
H 1.06313 3.62310 -4.07863 -0.3 -0.3 0.0
F -1.18129 5.85993 -1.01076 -0.2 -0.4 1.0
C -1.64703 4.80330 -0.26872 -0.7 -0.3 -2.5
F -1.71562 3.77584 -1.17012 0.3 1.2 1.7
F -2.93859 5.08752 0.07070 0.7 0.0 0.1
C -0.78665 4.54466 0.98153 1.4 -1.9 1.1
O -0.71827 5.41645 1.84252 -0.2 -0.7 -1.0
O -0.20761 3.35054 0.99913 -1.4 2.9 0.1
C 1.69867 3.22682 3.37749 0.2 0.2 -0.3
Si 2.48563 2.84640 1.67963 0.7 0.0 0.1
C 4.34449 2.91148 2.18439 -0.2 0.0 0.3
C 2.50534 4.36145 0.55060 -0.9 -0.5 -0.3
N 1.95947 1.34138 0.97803 -0.5 0.6 0.4
C 2.83700 0.31592 0.79373 0.8 -0.4 0.6
C 2.90009 -0.47651 -0.39347 0.0 0.1 0.0
C 3.78081 -1.54252 -0.55273 -0.1 0.5 0.3
C 4.70016 -1.84995 0.44014 0.4 -0.2 0.0
C 4.72288 -1.06840 1.58592 -0.6 0.2 0.0
C 3.78351 -0.05702 1.81026 -0.1 -0.7 -0.5
H 2.14469 4.16240 3.77330 -0.2 -0.4 -0.1
H 1.93782 2.39979 4.06057 -0.1 0.1 0.0
H 0.62226 3.36920 3.28210 0.0 0.0 0.2
H 4.58889 3.96152 2.45343 -0.2 -0.5 -0.2
H 4.97018 2.59341 1.34065 0.1 0.0 0.3
H 4.52033 2.29152 3.07442 0.3 0.1 -0.3
H 2.06346 5.19896 1.10093 0.2 0.1 -0.1
H 1.83449 4.12060 -0.28855 0.3 0.2 0.0
H 3.51182 4.58930 0.17242 -0.3 0.0 0.2
H 2.28729 -0.17552 -1.23164 -0.3 0.0 0.0
H 3.81373 -2.08060 -1.48860 -0.2 -0.1 -0.2
H 5.40402 -2.68046 0.34031 -0.1 0.3 -0.1
H 5.49565 -1.28383 2.29736 0.1 0.0 0.6
H 3.73418 0.42922 2.78359 0.1 0.0 -0.3
C 1.81985 -4.87590 -1.41182 -0.1 0.1 0.0
Ge 0.24557 -4.83386 -2.61144 0.9 2.0 -0.8
C 0.42734 -5.82026 -4.26160 0.3 -0.8 -0.5
C -1.39780 -5.32484 -1.69017 -0.3 0.0 0.7
C 0.35863 -2.98679 -3.48184 -0.4 -1.5 -0.3
Se -0.81382 -1.65767 -2.75582 -0.5 1.8 0.9
C -2.68554 -2.13531 -3.23293 0.5 0.5 -0.5
H 1.86016 -5.82454 -0.86660 0.1 0.2 0.1
H 1.72448 -4.02146 -0.70006 0.2 -0.7 -0.5
H 2.76224 -4.75557 -1.98340 -0.6 0.0 0.3
H 0.65347 -6.88067 -4.11179 -0.1 0.0 -0.2
H 1.24776 -5.36735 -4.84636 -0.4 -0.2 0.2
H -0.51960 -5.72425 -4.81843 0.4 0.0 0.1
H -1.57549 -6.41262 -1.76215 0.0 0.4 -0.1
H -2.28080 -4.76334 -2.03829 0.4 -0.3 0.0
H -1.26653 -5.09181 -0.61693 -0.1 -0.1 -0.4
H 0.07616 -3.03937 -4.54693 0.4 -0.4 0.2
H 1.39471 -2.58772 -3.43349 -0.7 -0.1 0.2
H -2.65546 -3.03571 -3.85160 -0.3 0.0 0.0
H -3.05102 -1.23391 -3.77918 0.2 -0.9 0.4
H -3.26871 -2.24182 -2.31415 0.1 -0.2 -0.3
Cl -3.99517 3.14211 4.39170 0.0 -0.3 0.3
C -3.86567 3.46251 2.63689 -0.8 1.4 -0.1
C -3.90093 2.18879 1.81109 1.3 -1.7 -2.0
O -4.94157 1.51893 1.67464 1.9 1.3 0.7
O -2.71630 1.91944 1.21949 -3.7 0.9 2.1
H -2.98599 4.11563 2.53170 -0.3 -0.7 -0.2
H -4.77292 4.06330 2.40211 0.6 -0.5 0.0
```
Positions in Å, forces in eV/Å.

Output
* 2S+1: 5
* HOMO level (spin up / spin down): 0.3 / 0.3 eV
* LUMO energy (spin up / spin down): 3.7369 / 3.7372 eV
* orbital gap (spin up / spin down): 3.40 / 3.40 eV
* strongest force on any atom: 5.67 eV Å⁻¹
* calculated total energy: -241988.46700 eV
* total charge: -2